# C22H45N2P3SY

A molecular structure, C22H45N2P3SY in a non-equilibrium geometry (the ωB97M-V functional and the def2-TZVPD basis, the Open Molecules 2025 dataset).

The geometry in ORCA input format:
```
! RIJCOSX wB97M-V def2-TZVPD def2/J DEFGRID3
* xyz 3 1
H -2.240 1.262 -1.496
H 3.352 0.413 -2.166
H 0.954 -0.925 6.177
N 1.323 -0.887 2.971
H 0.885 1.601 -3.438
C -0.941 -1.330 -3.923
C -3.073 0.757 -0.997
H -4.519 -1.977 -1.255
H 1.439 2.984 2.501
C 0.058 0.967 -3.841
H 4.533 1.442 -1.237
C -3.761 -0.758 1.211
H 3.335 -2.676 -2.234
C -1.036 3.367 0.878
H -1.990 0.388 2.900
H -2.540 -1.592 -5.306
H -2.817 1.858 2.254
P 2.490 1.129 0.009
H 1.939 -0.121 2.753
C 3.709 1.429 1.435
H 3.267 3.259 -0.840
H 0.974 1.594 3.533
C 2.325 -2.636 -2.645
H -2.127 -2.825 1.693
H -1.964 3.233 0.312
H 2.020 3.530 0.437
C 2.095 -2.039 -3.962
H -3.256 -3.141 -0.641
H 1.704 -3.533 -2.500
C 1.705 -1.000 5.377
Y 0.151 -0.761 -0.012
H -0.891 -2.369 -3.624
C 0.089 -2.421 3.897
C -0.184 -2.405 2.534
C -3.432 -2.202 -1.249
H 1.358 -2.447 -4.614
C -1.904 1.466 2.708
H 2.816 -1.326 -4.386
H -0.692 2.363 -5.231
C -1.780 -0.890 -4.952
S 1.375 -0.866 -2.400
H 4.166 0.478 1.659
H -3.841 0.600 -1.754
C 1.052 -1.448 4.150
H 3.191 1.858 2.284
H -1.927 0.439 -6.578
H -1.202 4.031 1.732
H -1.697 1.982 3.645
C 3.820 0.608 -1.185
H -0.753 -3.436 0.708
H 4.443 2.115 1.039
H -3.485 1.434 -0.239
H -0.048 3.057 3.490
C 2.294 2.913 -0.439
C -1.518 0.358 -5.559
C -0.033 -0.373 -3.401
P -0.480 1.732 1.571
H -4.765 -0.402 0.875
N 0.592 -1.441 1.969
H -1.252 -4.177 2.266
H 4.295 -0.294 -0.766
C 0.612 2.414 2.913
H -3.945 -1.753 1.661
C -1.096 -3.226 1.742
H -0.406 -3.044 4.624
P -2.664 -0.866 -0.244
C -0.762 1.341 -4.900
H 1.212 0.543 -1.564
H -3.026 -2.266 -2.287
H 2.447 -1.749 5.699
H 1.525 3.001 -1.222
H 2.245 -0.055 5.264
H -3.466 -0.066 2.010
H -0.280 3.783 0.207
*
```

Computed properties:
- relative energy (zero: lowest compared OMol25 entry of this formula, charge and spin) (kcal/mol) = 10.7
- highest occupied orbital energy (eV) = -16.06
- LUMO (Eh) = -0.3408
- HOMO-LUMO gap (eV) = 6.79
- E_tot (hartree) = -2434.29942

Atom charges from the Löwdin analysis, given in e for atoms 1 to 5: atom 1 (H): 0.029, atom 2 (H): -0.004, atom 3 (H): 0.116, atom 4 (N): 0.067, atom 5 (H): 0.121